Entry one
This record from the Open Molecules 2025 dataset describes a 2-piece molecular cluster, C6H15N2 overall. The level of theory is ωB97M-V with the def2-TZVPD basis set.

- molecular weight (g mol⁻¹) = 115.20
- charge = +1
- LUMO level (eV) = -4.3
- gap between HOMO and LUMO (eV) = 8.663

XYZ file:
```
23
C6H15N2 ωB97M-V with the def2-TZVPD basis set
C 1.033 0.974 1.312
C 1.613 0.046 0.281
C -1.684 -1.808 -1.358
C -0.173 0.153 -1.387
C -2.298 0.409 -0.451
C -1.350 -0.410 -1.035
N 2.671 0.351 -0.384
N 1.503 0.225 2.554
H 1.539 1.984 1.437
H -0.066 0.947 1.273
H -0.950 -2.388 -1.723
H -2.731 -1.780 -1.832
H -2.076 -2.097 -0.311
H 0.047 1.243 -1.226
H 1.377 -1.023 0.445
H 0.553 -0.517 -1.940
H -2.670 0.061 0.579
H -3.247 0.574 -0.996
H -1.858 1.373 -0.263
H 3.007 1.289 -0.249
H 3.232 -0.210 -1.027
H 0.799 -0.378 2.996
H 1.729 0.983 3.305
```

Results of the natural (NBO) charge analysis, in e, for atoms 1 through 5: -0.322 0.326 -0.641 -0.503 -0.674

---

Entry two
This record from the Open Molecules 2025 dataset describes an isolated ion of composition C6H15N2 and charge +1. The level of theory is ωB97M-V with the def2-TZVPD basis set.

- molecular weight (g mol⁻¹) = 115.20
- charge = +1
- LUMO level (eV) = -3.0
- SMILES = C/[NH+]=C(\N)C(C)(C)C
- gap between HOMO and LUMO (eV) = 12.037

XYZ file:
```
23
C6H15N2 ωB97M-V with the def2-TZVPD basis set
C -2.956 0.620 -0.353
N -1.498 0.644 -0.601
C -0.621 0.167 0.224
N -1.277 -0.485 1.196
C 0.934 0.039 -0.040
C 1.640 -0.295 1.259
C 1.774 1.220 -0.743
C 0.952 -1.219 -0.923
H -3.423 -0.258 -0.733
H -3.577 1.411 -0.924
H -3.249 0.809 0.676
H -1.365 1.144 -1.438
H -0.714 -0.815 1.980
H -2.248 -0.446 1.317
H 2.673 -0.279 1.318
H 1.396 -1.289 1.669
H 1.494 0.435 2.052
H 2.708 0.863 -0.986
H 1.884 2.029 -0.073
H 1.259 1.505 -1.640
H 2.019 -1.333 -1.104
H 0.582 -1.112 -2.002
H 0.429 -2.067 -0.499
```

Results of the natural (NBO) charge analysis, in e, for atoms 1 through 5: -0.472 -0.518 0.592 -0.748 -0.075

---

Going by the computed energies, the most stable comes first: entry two, entry one.

---

Entry one
This record from the Open Molecules 2025 dataset describes a 2-piece molecular cluster, C6H15N2 overall. The level of theory is ωB97M-V with the def2-TZVPD basis set.

- molecular weight (g mol⁻¹) = 115.20
- charge = +1
- LUMO level (eV) = -7.2
- gap between HOMO and LUMO (eV) = 5.704

XYZ file:
```
23
C6H15N2 ωB97M-V with the def2-TZVPD basis set
N -0.234 4.670 1.078
C -0.955 -0.099 -0.069
C -1.429 -1.406 -0.589
C -0.435 -2.245 -1.338
C -0.485 -3.564 -1.461
C -0.194 0.044 1.135
N 1.229 0.618 0.981
C 2.089 -0.293 0.162
H -0.569 5.476 1.597
H -0.750 4.591 0.207
H 0.746 4.805 0.851
H -1.498 0.760 -0.463
H -2.212 -1.249 -1.340
H -1.910 -1.913 0.261
H 0.241 -1.694 -1.991
H -1.028 -4.095 -0.677
H -0.004 -4.214 -2.175
H -0.582 0.827 1.802
H -0.097 -0.890 1.682
H 1.088 1.465 0.439
H 1.504 -1.045 -0.357
H 2.695 0.263 -0.551
H 2.791 -0.812 0.815
```

Results of the natural (NBO) charge analysis, in e, for atoms 1 through 5: -1.094 0.444 -0.583 -0.228 -0.301

---

Entry two
This record from the Open Molecules 2025 dataset describes a 2-piece molecular cluster, C6H15N2 overall. The level of theory is ωB97M-V with the def2-TZVPD basis set.

- molecular weight (g mol⁻¹) = 115.20
- charge = +1
- LUMO level (eV) = -3.4
- gap between HOMO and LUMO (eV) = 8.968

XYZ file:
```
23
C6H15N2 ωB97M-V with the def2-TZVPD basis set
C 0.379 -1.668 1.789
C 0.154 -1.716 0.432
N 1.312 -1.729 -0.450
N -0.535 -1.673 2.784
H 1.422 -1.876 2.105
H -0.799 -1.555 -0.054
H 1.430 -0.859 -0.917
H 2.205 -1.860 0.109
H 1.286 -2.463 -1.169
H -1.414 -1.304 2.508
H -0.243 -1.336 3.676
C 0.175 1.871 -1.461
C -0.875 1.448 -0.721
C -1.336 2.145 0.576
C 0.492 1.435 -2.887
H 0.691 2.720 -0.977
H -1.367 0.466 -0.967
H -2.377 2.452 0.504
H -1.253 1.510 1.416
H -0.651 2.949 0.816
H 0.011 0.501 -3.163
H 1.530 1.182 -3.013
H 0.155 2.194 -3.573
```

Results of the natural (NBO) charge analysis, in e, for atoms 1 through 5: 0.077 -0.234 -0.662 -0.745 0.197

---

Going by the computed energies, the most stable comes first: entry two, entry one.